Formula: C57H99N10O8S7
Source: the Open Molecules 2025 dataset
Level of theory: ωB97M-V/def2-TZVPD

Results
Net charge: -1

Each line ends with the Löwdin charge.
Cartesian coordinates (Å):
C 0.896 0.761 -0.452  -0.058
C 0.034 -0.433 -0.912  -0.587
C -0.330 -1.320 0.285  -0.046
O -1.056 -0.074 -1.705  -0.339
H 1.909 0.460 -0.183  0.046
H 0.631 1.272 0.474  0.064
H 0.929 1.482 -1.269  0.052
H 0.610 -0.950 -1.679  0.094
H -0.451 -2.266 -0.243  0.050
H -1.282 -1.073 0.756  0.064
H 0.481 -1.373 1.011  0.066
C 6.266 3.208 1.062  -0.243
S 5.649 2.344 2.603  0.833
O 5.167 3.458 3.539  -0.595
C 4.139 1.548 1.745  -0.223
H 5.495 3.956 0.878  0.039
H 6.492 2.569 0.208  0.037
H 7.047 3.918 1.335  0.041
H 4.450 0.941 0.895  0.014
H 3.307 2.247 1.658  0.038
H 3.699 0.813 2.420  0.012
C 3.099 8.673 -3.664  -0.278
S 1.645 7.586 -3.422  0.870
O 1.368 7.267 -4.919  -0.605
C 2.600 6.106 -2.925  -0.261
H 3.633 8.959 -2.758  0.044
H 2.727 9.567 -4.164  0.043
H 3.921 8.235 -4.229  0.054
H 3.375 5.860 -3.651  0.064
H 1.994 5.229 -2.697  0.018
H 3.062 6.306 -1.958  0.026
C 0.487 -5.814 -2.572  -0.206
S 2.094 -5.034 -1.936  0.838
O 3.170 -5.869 -2.570  -0.578
C 2.109 -3.604 -3.017  -0.270
H -0.247 -5.009 -2.535  0.028
H 0.299 -6.565 -1.804  0.031
H 0.545 -6.294 -3.548  0.058
H 1.216 -3.116 -2.624  0.022
H 2.301 -3.937 -4.037  0.066
H 3.000 -2.978 -2.973  0.043
C -2.444 -3.873 3.770  -0.259
S -2.107 -2.133 4.307  0.825
O -2.606 -2.057 5.785  -0.577
C -0.220 -2.191 4.192  -0.219
H -2.143 -4.313 2.819  0.017
H -3.521 -4.042 3.771  0.043
H -1.970 -4.409 4.592  0.051
H 0.002 -2.594 3.204  0.028
H 0.104 -2.915 4.940  0.043
H 0.207 -1.280 4.609  0.022
C 3.692 0.295 -4.338  -0.211
S 3.543 1.979 -3.426  0.804
O 4.783 2.790 -3.656  -0.593
C 2.155 2.743 -4.418  -0.232
H 4.717 -0.040 -4.182  0.033
H 3.622 0.524 -5.402  0.045
H 2.987 -0.420 -3.914  0.016
H 1.268 2.152 -4.190  0.024
H 2.319 2.811 -5.493  0.065
H 1.763 3.710 -4.103  0.011
C -4.438 -0.353 0.569  -0.189
S -4.153 -2.216 0.432  0.851
O -4.125 -2.680 1.859  -0.629
C -5.812 -2.896 0.058  -0.216
H -3.681 0.235 1.088  0.044
H -5.429 -0.192 0.995  0.038
H -4.490 0.027 -0.451  0.028
H -6.500 -2.680 0.876  0.062
H -5.774 -3.970 -0.124  0.042
H -6.042 -2.406 -0.888  0.018
C -3.812 1.220 5.185  -0.270
S -5.425 0.482 5.488  0.819
O -6.245 1.542 6.102  -0.571
C -5.977 0.281 3.692  -0.234
H -3.045 0.472 4.988  -0.002
H -3.628 1.616 6.184  0.054
H -3.852 2.010 4.436  0.050
H -6.988 -0.118 3.602  0.043
H -5.298 -0.422 3.209  0.012
H -5.929 1.216 3.134  0.049
N -3.645 -0.483 -2.886  0.050
C -4.266 -1.723 -2.915  -0.201
C -5.586 -1.658 -3.412  -0.108
C -5.794 -0.262 -3.679  -0.093
C -4.619 0.393 -3.267  -0.152
H -2.715 -0.347 -2.516  0.072
H -3.657 -2.501 -2.480  0.087
H -6.278 -2.479 -3.528  0.087
H -6.779 0.089 -3.948  0.082
H -4.418 1.454 -3.243  0.088
N 3.665 -1.488 7.134  -0.019
C 3.217 -2.609 6.493  -0.068
C 3.165 -2.166 5.121  -0.105
C 3.607 -0.883 5.080  -0.145
C 3.759 -0.451 6.352  -0.176
H 3.765 -1.386 8.133  0.156
H 3.205 -3.552 7.020  0.103
H 2.894 -2.820 4.305  0.084
H 3.963 -0.364 4.202  0.087
H 4.150 0.471 6.757  0.126
N -2.256 2.178 -0.090  0.036
C -2.123 2.553 1.201  -0.223
C -2.813 3.653 1.468  -0.135
C -3.375 4.056 0.192  -0.079
C -3.030 3.069 -0.769  -0.100
H -1.923 1.311 -0.487  0.090
H -1.630 1.968 1.963  0.107
H -2.976 3.993 2.480  0.089
H -4.078 4.876 0.183  0.077
H -3.342 2.880 -1.786  0.094
N 0.181 5.026 0.379  0.043
C -0.135 6.239 0.949  -0.124
C 1.029 6.981 1.025  -0.104
C 2.093 6.167 0.563  -0.147
C 1.571 4.975 0.231  -0.160
H -0.436 4.245 0.551  0.098
H -1.192 6.356 1.137  0.105
H 1.222 7.969 1.415  0.085
H 3.128 6.443 0.427  0.094
H 2.114 4.075 -0.018  0.103
N -0.871 -1.750 -4.574  0.011
C -1.735 -2.572 -5.200  -0.115
C -1.108 -2.974 -6.435  -0.128
C 0.050 -2.263 -6.563  -0.128
C 0.249 -1.516 -5.345  -0.107
H -0.974 -1.523 -3.595  0.105
H -2.606 -2.890 -4.647  0.083
H -1.391 -3.829 -7.031  0.083
H 0.706 -2.410 -7.408  0.085
H 1.064 -0.877 -5.037  0.074
N -0.934 2.391 -3.325  0.003
C -0.524 3.692 -3.074  -0.145
C -0.944 4.397 -4.182  -0.126
C -1.668 3.565 -4.981  -0.145
C -1.599 2.279 -4.533  -0.120
H -0.666 1.595 -2.764  0.076
H 0.033 3.776 -2.153  0.096
H -0.868 5.461 -4.356  0.090
H -2.094 3.860 -5.928  0.096
H -1.966 1.419 -5.074  0.108
N 6.844 -0.831 -0.777  -0.009
C 6.324 -1.751 0.084  -0.143
C 4.974 -1.679 -0.016  -0.130
C 4.612 -0.726 -1.009  -0.089
C 5.870 -0.049 -1.340  -0.104
H 7.829 -0.612 -0.813  0.147
H 6.945 -2.478 0.587  0.112
H 4.355 -2.377 0.528  0.087
H 3.640 -0.474 -1.406  0.059
H 6.175 0.766 -1.980  0.097
N -3.497 -5.422 0.828  -0.010
C -2.737 -5.779 -0.182  -0.180
C -3.122 -7.052 -0.578  -0.099
C -4.351 -7.295 0.073  -0.112
C -4.565 -6.283 1.033  -0.094
H -3.337 -4.634 1.439  0.068
H -1.915 -5.148 -0.484  0.093
H -2.690 -7.760 -1.269  0.089
H -5.040 -8.090 -0.170  0.085
H -5.347 -6.148 1.766  0.108
N 0.356 -4.701 1.164  -0.008
C 0.229 -5.919 1.704  -0.145
C 1.433 -6.142 2.332  -0.107
C 2.361 -5.121 1.966  -0.097
C 1.652 -4.240 1.172  -0.190
H -0.335 -4.287 0.555  0.098
H -0.731 -6.414 1.672  0.107
H 1.600 -7.094 2.813  0.087
H 3.418 -5.073 2.183  0.092
H 1.975 -3.411 0.559  0.084
N 0.968 1.604 4.792  0.044
C 1.351 2.673 4.073  -0.131
C 0.267 3.533 3.812  -0.115
C -0.765 2.972 4.423  -0.154
C -0.370 1.721 4.895  -0.141
H 1.534 0.882 5.213  0.123
H 2.403 2.872 3.929  0.092
H 0.428 4.503 3.366  0.101
H -1.666 3.562 4.497  0.099
H -0.878 0.863 5.310  0.089

Cartesian forces (eV/Å) of the 6 atoms listed first:
0.199 0.066 0.023
-0.480 1.252 -0.473
0.307 -0.506 -1.208
-0.886 0.567 0.504
0.318 -0.294 -0.463
-0.900 0.094 0.007


Formula: C58H101F3O38
Source: the Open Molecules 2025 dataset
Level of theory: ωB97M-V/def2-TZVPD

Results
Energy above the lowest of the compared OMol25 structures with the same formula, charge and spin: 20.74 kJ/mol

Each line ends with the Löwdin charge.
Cartesian coordinates (Å):
C 5.843 3.595 6.353  -0.106
O 6.001 4.712 5.500  -0.166
C 5.663 4.608 4.133  -0.175
C 4.130 4.713 3.787  -0.178
O 3.409 3.622 4.258  -0.133
C 3.418 2.480 3.400  -0.171
C 2.475 1.491 4.104  -0.176
O 2.048 0.414 3.282  -0.187
C 1.149 -0.413 3.920  -0.123
H 4.837 3.369 6.708  0.079
H 6.323 3.804 7.308  0.085
H 6.223 2.681 5.897  0.085
H 5.996 3.650 3.733  0.105
H 6.201 5.385 3.590  0.124
H 3.815 4.922 2.765  0.101
H 3.822 5.667 4.216  0.130
H 4.410 2.043 3.283  0.101
H 3.051 2.612 2.382  0.120
H 1.681 2.083 4.557  0.126
H 3.069 1.137 4.947  0.130
H 0.746 -1.223 3.313  0.077
H 0.301 0.164 4.288  0.086
H 1.592 -0.934 4.769  0.094
C 5.611 -0.262 1.832  -0.086
O 5.329 -1.416 1.038  -0.191
C 4.438 -2.330 1.699  -0.176
C 4.028 -3.488 0.770  -0.159
O 5.287 -4.039 0.267  -0.115
C 5.035 -5.196 -0.621  -0.176
C 4.530 -6.471 -0.034  -0.216
O 5.342 -7.004 1.020  -0.172
C 6.665 -7.366 0.603  -0.096
H 5.977 -0.598 2.802  0.088
H 4.736 0.353 2.041  0.061
H 6.381 0.426 1.481  0.093
H 3.506 -1.847 1.993  0.107
H 4.921 -2.627 2.629  0.128
H 3.363 -3.085 0.005  0.104
H 3.441 -4.217 1.328  0.122
H 5.925 -5.391 -1.219  0.121
H 4.290 -4.928 -1.371  0.098
H 4.366 -7.127 -0.889  0.118
H 3.552 -6.284 0.409  0.117
H 6.612 -7.807 -0.392  0.083
H 6.867 -8.242 1.219  0.085
H 7.446 -6.613 0.710  0.091
C -2.530 -5.158 -1.980  -0.120
O -1.298 -4.650 -1.583  -0.179
C -0.224 -5.406 -2.108  -0.215
C 1.099 -4.723 -1.877  -0.174
O 2.161 -5.555 -2.363  -0.150
C 2.189 -5.728 -3.801  -0.169
C 3.441 -6.529 -4.197  -0.156
O 4.520 -5.549 -4.265  -0.221
C 5.772 -5.939 -4.948  -0.066
H -2.616 -5.321 -3.054  0.099
H -3.383 -4.639 -1.542  0.081
H -2.665 -6.141 -1.529  0.087
H -0.333 -5.662 -3.162  0.112
H -0.239 -6.388 -1.634  0.138
H 1.222 -4.667 -0.795  0.126
H 1.067 -3.712 -2.282  0.108
H 2.018 -4.810 -4.363  0.132
H 1.380 -6.402 -4.083  0.109
H 3.259 -6.975 -5.175  0.122
H 3.633 -7.246 -3.399  0.121
H 6.293 -5.036 -5.265  0.081
H 5.627 -6.587 -5.812  0.077
H 6.416 -6.505 -4.274  0.075
C 0.988 -0.671 0.172  -0.030
C 0.161 0.641 0.171  -0.224
O -1.116 0.490 -0.310  0.027
C -2.077 1.362 0.191  -0.233
O -1.817 2.458 0.741  0.109
C -3.544 0.865 -0.020  -0.499
F -4.053 1.464 -1.135  0.134
F -3.650 -0.479 -0.075  0.170
F -4.336 1.321 0.934  0.177
H 0.887 -1.215 -0.767  0.062
H 0.746 -1.548 0.773  0.068
H 2.039 -0.414 0.300  0.066
H 0.752 1.429 -0.296  0.097
H 0.218 0.994 1.201  0.118
C -7.280 2.305 -1.939  -0.017
C -7.599 2.500 -0.498  -0.331
C -8.841 3.354 -0.168  -0.076
O -9.324 2.712 0.981  0.095
C -8.787 1.482 1.049  -0.542
O -9.210 0.565 1.742  0.130
O -7.889 1.261 0.104  0.082
H -8.089 1.976 -2.591  0.094
H -6.372 1.761 -2.200  0.072
H -7.008 3.258 -2.394  0.089
H -6.759 2.835 0.110  0.147
H -9.489 3.266 -1.040  0.140
H -8.526 4.380 0.026  0.125
C -0.543 3.137 -3.768  0.005
C 0.768 2.479 -3.401  -0.328
C 1.036 1.155 -4.085  -0.101
O 2.321 1.289 -4.659  0.073
C 2.766 2.533 -4.462  -0.541
O 3.863 2.944 -4.790  0.144
O 1.793 3.286 -3.919  0.091
H -0.637 3.304 -4.841  0.104
H -0.649 4.065 -3.208  0.075
H -1.360 2.528 -3.381  0.081
H 0.931 2.352 -2.330  0.132
H 0.336 0.996 -4.905  0.121
H 1.038 0.321 -3.383  0.120
C -3.536 -5.183 1.940  -0.001
C -2.524 -4.201 2.533  -0.290
C -2.139 -3.224 1.407  -0.081
O -1.999 -2.000 2.125  0.058
C -2.694 -2.045 3.237  -0.580
O -2.860 -1.097 3.971  0.147
O -3.165 -3.292 3.379  0.086
H -3.917 -5.916 2.652  0.088
H -3.211 -5.834 1.129  0.084
H -4.438 -4.654 1.632  0.073
H -1.714 -4.664 3.097  0.161
H -2.894 -3.151 0.625  0.117
H -1.200 -3.567 0.972  0.126
C 4.483 4.949 -0.444  -0.021
C 3.316 5.843 -0.469  -0.338
C 1.927 5.139 -0.540  -0.072
O 1.172 5.869 0.396  0.078
C 1.961 6.585 1.156  -0.590
O 1.559 7.380 1.960  0.155
O 3.244 6.399 0.800  0.077
H 4.271 4.190 0.309  0.076
H 5.408 5.464 -0.183  0.098
H 4.615 4.441 -1.399  0.094
H 3.377 6.563 -1.285  0.160
H 1.891 4.059 -0.394  0.113
H 1.608 5.410 -1.547  0.129
C -0.944 5.198 3.663  -0.002
C -1.951 4.166 4.330  -0.256
C -1.840 2.676 3.890  -0.114
O -1.654 2.017 5.086  0.067
C -1.591 2.903 6.090  -0.584
O -1.447 2.578 7.240  0.149
O -1.584 4.152 5.688  0.110
H -1.091 5.314 2.589  0.062
H 0.109 4.917 3.681  0.074
H -0.919 6.176 4.145  0.086
H -2.963 4.540 4.175  0.142
H -0.938 2.514 3.301  0.119
H -2.749 2.307 3.414  0.129
C -6.572 -1.401 2.718  0.006
C -7.121 -1.864 1.344  -0.273
C -6.124 -2.656 0.424  -0.109
O -6.761 -3.860 0.292  0.084
C -7.828 -3.965 1.066  -0.533
O -8.451 -5.016 1.334  0.092
O -8.039 -2.835 1.709  0.097
H -6.161 -2.248 3.268  0.090
H -7.314 -0.846 3.293  0.084
H -5.728 -0.714 2.671  0.067
H -7.680 -1.082 0.830  0.124
H -5.127 -2.744 0.856  0.102
H -6.013 -2.166 -0.543  0.114
C -2.707 5.320 -1.291  -0.012
C -3.743 5.255 -0.160  -0.315
C -3.797 6.470 0.701  -0.113
O -5.017 7.070 0.386  0.085
C -5.788 6.216 -0.338  -0.496
O -7.009 6.342 -0.553  0.102
O -5.059 5.165 -0.695  0.090
H -1.697 5.204 -0.897  0.083
H -2.859 6.127 -2.007  0.098
H -2.917 4.416 -1.862  0.069
H -3.470 4.357 0.394  0.131
H -2.980 7.157 0.480  0.146
H -3.778 6.144 1.741  0.134
C 3.715 -1.679 -3.277  0.022
C 4.234 -0.815 -2.087  -0.302
C 5.341 0.166 -2.436  -0.089
O 4.958 1.265 -1.691  0.090
C 3.677 1.185 -1.294  -0.530
O 3.068 2.073 -0.733  0.119
O 3.208 0.025 -1.708  0.061
H 4.483 -2.382 -3.600  0.088
H 3.432 -1.112 -4.164  0.078
H 2.850 -2.243 -2.928  0.062
H 4.519 -1.386 -1.203  0.135
H 5.347 0.293 -3.519  0.139
H 6.314 -0.181 -2.090  0.148
C -2.471 -0.407 -5.814  0.003
C -2.299 -1.509 -4.766  -0.368
C -1.409 -1.290 -3.626  -0.086
O -2.223 -1.693 -2.498  0.080
C -3.424 -2.099 -2.905  -0.520
O -4.277 -2.482 -2.149  0.137
O -3.560 -1.902 -4.272  0.102
H -1.479 -0.050 -6.091  0.077
H -3.159 0.406 -5.583  0.094
H -2.931 -0.926 -6.656  0.088
H -1.857 -2.374 -5.260  0.151
H -1.149 -0.232 -3.615  0.106
H -0.492 -1.852 -3.802  0.138

Cartesian forces (eV/Å) of the 6 atoms listed first:
-0.349 -0.208 0.281
-0.404 0.445 0.091
-1.079 -0.676 -0.849
1.263 1.219 0.349
-0.612 -0.855 -0.128
-0.703 -0.590 0.334


Which calculated total energy belongs to each record? In order, -167831.143 -147735.403 eV.
Which max |F| belongs to each record? In order, 5.4 5.1 eV/A.
Which HOMO energy belongs to each record? In order, -6.0 -9.4 eV.